DFT (ωB97M-V/def2-TZVPD) results for C14H26N6O6Sn as an isolated structure.

Calculated values
HOMO level (alpha / beta) (eV): -6.161 / -6.161
Energy above the lowest of the compared OMol25 structures with the same formula, charge and spin (kJ/mol): 33.4

Positions of all 53 atoms, in Å:
Sn: 0.149467 -0.894929 -0.609413
O: 1.739972 -2.090293 -3.221207
O: 2.744293 0.163750 0.997456
O: 1.044946 -0.962988 2.480256
O: -0.577443 1.420941 -2.511425
O: -3.017300 -1.535939 -0.905139
O: -0.600799 -1.548462 -2.307897
N: 0.360214 0.837504 -1.921121
N: -1.911923 -1.418256 -0.034447
N: 0.043547 -1.210322 1.583636
N: 2.059157 0.149089 -0.117958
N: 0.939553 2.313464 1.959324
N: -0.739502 1.456881 0.608346
C: 2.006256 1.703792 -3.519970
C: 1.678220 1.128978 -2.202909
C: -2.184213 -1.797196 1.208508
C: -0.344315 2.352966 1.543335
C: -1.999482 1.594767 0.164267
C: 3.996826 1.278952 -1.067951
C: 2.589329 0.831865 -1.173460
C: -2.527817 3.388583 1.677367
C: 1.741675 -2.703920 -1.168673
C: -1.279120 -1.776393 3.600474
C: -2.931908 2.495998 0.680570
C: -3.542913 -2.268891 1.557239
C: -1.215891 3.330673 2.103633
C: -1.116841 -1.616241 2.130187
H: 2.214948 -2.775923 -0.163097
H: -3.489321 -3.010206 2.365883
H: 4.661134 0.435637 -0.829031
H: -2.651973 -1.337779 -1.785065
H: 0.770972 -1.915156 -3.007837
H: 2.068624 0.903439 -4.280655
H: -4.037960 -2.710251 0.687549
H: 1.784689 -0.534611 1.890682
H: -1.379605 -2.839696 3.860660
H: -2.293669 0.917209 -0.644520
H: 4.108068 2.031809 -0.271695
H: -0.793193 3.988319 2.854804
H: -4.156681 -1.431401 1.922088
H: 4.344097 1.731944 -2.003606
H: 1.875883 -2.507069 -4.089371
H: 1.244604 2.970565 2.662938
H: -3.223011 4.104090 2.096137
H: 2.976578 2.213180 -3.487801
H: 1.226158 2.413376 -3.832143
H: 1.613410 1.607832 1.628172
H: -3.942918 2.461040 0.269470
H: -0.414535 -1.364031 4.127821
H: -0.912324 -2.455768 -2.151094
H: 2.485789 -2.745914 -1.954464
H: 1.006039 -3.512434 -1.335427
H: -2.189789 -1.262574 3.936571

Cartesian forces (eV/Å) of the 2 atoms listed first:
4.485 0.267 -0.812
-0.515 1.128 -4.558

Here are the Mulliken charges for atoms 1 to 4, given in e: 0.615, -0.530, -1.008, -0.605

=====

DFT (ωB97M-V/def2-TZVPD) results for a 2-piece molecular cluster, C11H20FN2O2PS2 overall.

Calculated values
SMILES: O=S(=O)(F)N([PH2]=S)c1ccccn1.CCCCCC
HOMO level (eV): -9.221

Positions of all 39 atoms, in Å:
S: 4.287330 4.696684 -3.130346
S: 3.669983 0.285928 -2.630982
P: 4.202170 3.105229 -2.049065
F: 4.233154 0.177578 -4.091246
O: 2.543374 -0.566580 -2.563705
O: 4.790754 0.140494 -1.774134
N: 1.544542 1.994102 -0.982189
N: 3.159882 1.866192 -2.710800
C: -1.547753 -0.717015 2.090356
C: -1.284179 -1.301573 0.703454
C: -2.634278 -2.849899 3.041549
C: -0.777374 2.231133 -1.473045
C: -4.069100 -2.335079 2.981221
C: 0.066772 -2.000060 0.582438
C: 0.278666 2.115531 -0.584940
C: 0.803507 2.148787 -3.254513
C: -1.595804 -1.744018 3.222968
C: -0.510344 2.253938 -2.830925
C: 1.770758 2.005355 -2.278535
H: -2.485801 -0.154584 2.067493
H: -1.791823 2.305371 -1.099747
H: -2.083130 -1.995498 0.428305
H: -4.776044 -3.158753 2.875668
H: -2.413860 -3.425405 2.138356
H: -1.800065 -1.216915 4.160408
H: 3.696045 3.291858 -0.763014
H: -1.325195 -0.489299 -0.028386
H: 0.142932 -2.850447 1.261768
H: 0.883196 -1.311426 0.811645
H: 5.405934 2.425688 -1.891875
H: 1.080549 2.174600 -4.301934
H: -1.314892 2.349242 -3.550837
H: -4.221685 -1.663224 2.135115
H: -2.541538 -3.550148 3.875528
H: -0.609510 -2.199236 3.345157
H: 0.086507 2.111666 0.484824
H: -0.764765 0.013763 2.320872
H: 0.225506 -2.373822 -0.429522
H: -4.324421 -1.790158 3.892612

Cartesian forces (eV/Å) of the 2 atoms listed first:
-0.107 -0.181 0.184
-0.007 0.199 -0.359

Here are the Mulliken charges for atoms 1 to 4, given in e: -0.378, 1.181, 0.244, -0.218

=====

DFT (ωB97M-V/def2-TZVPD) results for C9H10S2Si as an isolated structure.

Calculated values
HOMO level (eV): -8.628
Energy above the lowest of the compared OMol25 structures with the same formula, charge and spin (kJ/mol): 142.6

Positions of all 22 atoms, in Å:
S: -2.807743 0.170289 1.464641
S: 3.096868 -0.719347 -0.202270
Si: -0.414180 -1.580311 0.326188
C: 1.587778 -0.145062 0.515459
C: -3.540676 1.400751 0.501367
C: -1.704875 -0.226521 0.063382
C: 1.837527 0.986799 1.220477
C: -0.096823 -2.531099 -1.303687
C: 3.958435 0.648042 0.366322
C: -1.960695 0.527026 -0.993768
C: -3.042089 1.524875 -0.788707
C: 3.152695 1.466026 1.046855
H: 4.983083 0.620546 0.022871
H: 1.024433 -2.438685 -1.555597
H: -1.282825 0.520306 -1.939776
H: 1.117573 1.546667 1.693747
H: -0.846958 -2.452572 1.481695
H: 3.582206 2.277189 1.566318
H: -3.384873 2.302128 -1.430619
H: -0.272052 -3.585284 -0.941424
H: -0.694453 -2.296847 -2.165664
H: -4.292351 1.985076 1.052188

Cartesian forces (eV/Å) of the 2 atoms listed first:
1.009 0.051 -2.252
-1.421 0.130 0.276

Here are the Mulliken charges for atoms 1 to 4, given in e: -0.119, -0.144, 0.630, -0.147

=====

> What is the formula in the second record?

C11H20FN2O2PS2

=====

Repeat the first record exactly.
DFT (ωB97M-V/def2-TZVPD) results for C14H26N6O6Sn as an isolated structure.

Calculated values
HOMO level (alpha / beta) (eV): -6.161 / -6.161
Energy above the lowest of the compared OMol25 structures with the same formula, charge and spin (kJ/mol): 33.4

Positions of all 53 atoms, in Å:
Sn: 0.149467 -0.894929 -0.609413
O: 1.739972 -2.090293 -3.221207
O: 2.744293 0.163750 0.997456
O: 1.044946 -0.962988 2.480256
O: -0.577443 1.420941 -2.511425
O: -3.017300 -1.535939 -0.905139
O: -0.600799 -1.548462 -2.307897
N: 0.360214 0.837504 -1.921121
N: -1.911923 -1.418256 -0.034447
N: 0.043547 -1.210322 1.583636
N: 2.059157 0.149089 -0.117958
N: 0.939553 2.313464 1.959324
N: -0.739502 1.456881 0.608346
C: 2.006256 1.703792 -3.519970
C: 1.678220 1.128978 -2.202909
C: -2.184213 -1.797196 1.208508
C: -0.344315 2.352966 1.543335
C: -1.999482 1.594767 0.164267
C: 3.996826 1.278952 -1.067951
C: 2.589329 0.831865 -1.173460
C: -2.527817 3.388583 1.677367
C: 1.741675 -2.703920 -1.168673
C: -1.279120 -1.776393 3.600474
C: -2.931908 2.495998 0.680570
C: -3.542913 -2.268891 1.557239
C: -1.215891 3.330673 2.103633
C: -1.116841 -1.616241 2.130187
H: 2.214948 -2.775923 -0.163097
H: -3.489321 -3.010206 2.365883
H: 4.661134 0.435637 -0.829031
H: -2.651973 -1.337779 -1.785065
H: 0.770972 -1.915156 -3.007837
H: 2.068624 0.903439 -4.280655
H: -4.037960 -2.710251 0.687549
H: 1.784689 -0.534611 1.890682
H: -1.379605 -2.839696 3.860660
H: -2.293669 0.917209 -0.644520
H: 4.108068 2.031809 -0.271695
H: -0.793193 3.988319 2.854804
H: -4.156681 -1.431401 1.922088
H: 4.344097 1.731944 -2.003606
H: 1.875883 -2.507069 -4.089371
H: 1.244604 2.970565 2.662938
H: -3.223011 4.104090 2.096137
H: 2.976578 2.213180 -3.487801
H: 1.226158 2.413376 -3.832143
H: 1.613410 1.607832 1.628172
H: -3.942918 2.461040 0.269470
H: -0.414535 -1.364031 4.127821
H: -0.912324 -2.455768 -2.151094
H: 2.485789 -2.745914 -1.954464
H: 1.006039 -3.512434 -1.335427
H: -2.189789 -1.262574 3.936571

Cartesian forces (eV/Å) of the 2 atoms listed first:
4.485 0.267 -0.812
-0.515 1.128 -4.558

Here are the Mulliken charges for atoms 1 to 4, given in e: 0.615, -0.530, -1.008, -0.605